7 unconnected molecules or ions with the total composition CH15O7. Source: the Open Molecules 2025 dataset; level of theory: wB97M-V/def2-TZVPD.

Each line ends with the natural charge from an NBO analysis.
Positions of all 23 atoms, in Å:
C (0.84, -1.24, 1.22)  -0.26
O (1.30, -0.01, 1.73)  -0.77
H (1.66, -1.78, 0.73)  0.16
H (0.42, -1.84, 2.02)  0.15
H (0.09, -1.07, 0.46)  0.18
H (-1.09, 1.95, 1.26)  0.48
H (-1.86, 2.05, -0.03)  0.47
O (-1.70, 2.52, 0.79)  -0.96
H (-0.86, 1.10, -1.95)  0.44
H (0.44, 1.31, -0.55)  0.50
O (-0.39, 0.49, -1.38)  -1.25
H (-2.13, -0.87, 2.33)  0.45
H (-1.88, -0.49, 0.98)  0.48
O (-2.54, -0.30, 1.66)  -0.93
H (1.07, -0.46, -1.93)  0.50
H (2.21, 0.07, -1.27)  0.46
O (2.02, -0.70, -1.81)  -1.00
H (0.09, -2.27, -1.82)  0.46
H (-0.95, -1.28, -1.39)  0.51
O (-0.75, -2.23, -1.35)  -0.99
H (1.52, 0.53, 0.95)  0.49
H (1.46, 2.52, -0.68)  0.45
O (1.04, 2.02, 0.02)  -1.05

ΔE to the lowest compared entry with this formula, charge and spin, eV: 1.259
HOMO energy, eV: -6.052
E_LUMO, eV: 3.58
Orbital gap, eV: 9.6
Charge: -1
Molar mass, g mol⁻¹: 139.1

---

A molecular structure, C21H21N5O2OsS. Source: the Open Molecules 2025 dataset; level of theory: wB97M-V/def2-TZVPD.

Each line ends with the Löwdin spin population.
Positions of all 51 atoms, in Å:
N (-0.37, 1.91, -0.14)  0.06
C (0.12, 2.93, -0.44)  0.03
C (0.51, 4.30, -0.67)  0.00
H (-0.44, 4.87, -0.78)  0.00
H (1.14, 4.37, -1.58)  0.00
H (1.05, 4.64, 0.24)  0.00
N (2.45, -2.00, -0.99)  0.01
C (3.42, -2.59, -1.17)  0.01
C (4.57, -3.31, -1.49)  0.00
H (5.09, -2.74, -2.29)  0.00
H (4.22, -4.29, -1.85)  0.00
H (5.13, -3.36, -0.53)  0.00
N (-2.36, -0.87, -0.36)  0.04
C (-3.05, -1.78, -0.57)  0.01
C (-4.12, -2.73, -0.72)  0.00
H (-3.90, -3.60, -0.07)  0.00
H (-4.19, -3.04, -1.78)  0.00
H (-5.03, -2.21, -0.39)  0.00
Os (0.87, -0.88, -1.01)  0.37
C (0.22, -2.14, 0.23)  0.09
O (0.06, -3.09, 0.91)  0.05
C (1.89, 0.00, 0.32)  0.08
O (2.78, 0.30, 1.02)  0.06
C (1.06, 0.71, -2.61)  0.20
C (-0.35, 0.75, -2.49)  0.25
C (-1.10, -0.40, -2.53)  0.18
C (-0.49, -1.67, -2.68)  0.24
C (0.83, -1.67, -3.20)  0.15
C (1.60, -0.49, -3.17)  0.14
H (1.66, 1.59, -2.37)  0.01
H (-0.89, 1.67, -2.30)  0.01
H (-2.17, -0.28, -2.43)  0.00
H (-1.07, -2.58, -2.50)  0.01
H (1.27, -2.62, -3.50)  0.01
H (2.65, -0.51, -3.45)  0.01
N (-2.00, -1.91, 2.19)  0.26
C (-1.61, -0.65, 2.40)  0.08
N (-0.43, -0.11, 2.16)  0.14
C (-0.41, 1.23, 2.44)  0.13
C (0.66, 2.16, 2.34)  0.27
C (0.71, 3.30, 3.12)  0.12
C (-0.42, 3.61, 3.90)  0.18
C (-1.53, 2.77, 3.94)  0.28
C (-1.59, 1.65, 3.13)  0.18
S (-2.75, 0.36, 3.21)  0.29
H (-2.71, -2.26, 2.81)  0.01
H (-1.37, -2.55, 1.72)  0.00
H (1.53, 1.93, 1.72)  0.01
H (1.62, 3.90, 3.15)  0.00
H (-0.40, 4.51, 4.50)  0.00
H (-2.37, 2.89, 4.63)  0.01

ΔE to the lowest compared entry with this formula, charge and spin, eV: 2.435
HOMO energy (alpha / beta), eV: -17.086 / -22.129
Expectation value of S²: 6.045
Multiplicity: 5
E_LUMO (alpha / beta), eV: -12.52 / -16.60
Orbital gap (alpha / beta), eV: 4.6 / 5.5
Charge: +4
Molar mass, g mol⁻¹: 597.7

---

A molecular structure, C44H52As2BCl2N4O9SSr. Source: the Open Molecules 2025 dataset; level of theory: wB97M-V/def2-TZVPD.

Each line ends with the Mulliken charge.
Positions of all 116 atoms, in Å:
Sr (-0.38, -0.35, 1.21)  1.38
Cl (2.35, 0.36, -1.23)  -0.04
C (1.71, -0.82, -2.39)  -0.51
Cl (0.12, -1.44, -1.96)  -0.04
H (2.40, -1.66, -2.43)  0.52
H (1.63, -0.31, -3.35)  0.23
C (-5.78, -2.58, -0.35)  -0.77
C (-5.10, -1.37, -0.23)  -0.49
C (-3.78, -1.35, 0.18)  0.77
C (-3.10, -2.54, 0.47)  -1.09
C (-3.79, -3.75, 0.34)  -0.65
C (-5.11, -3.75, -0.06)  -0.48
N (-1.76, -2.43, 0.83)  1.52
N (-1.22, -3.59, 1.18)  -1.01
C (0.12, -3.57, 1.32)  -0.30
C (0.72, -4.79, 1.76)  -0.52
C (2.08, -4.90, 1.84)  -0.46
C (2.88, -3.80, 1.48)  -0.94
C (2.24, -2.66, 1.08)  -0.56
N (0.91, -2.50, 1.01)  0.40
H (-6.82, -2.59, -0.67)  0.38
H (-5.61, -0.43, -0.43)  0.35
H (-3.28, -0.39, 0.30)  0.13
H (-3.26, -4.67, 0.56)  0.44
H (-5.63, -4.70, -0.16)  0.35
H (0.07, -5.61, 2.01)  0.49
H (2.52, -5.83, 2.17)  0.36
H (3.96, -3.84, 1.51)  0.49
H (2.83, -1.79, 0.78)  0.58
B (0.94, 3.84, 0.44)  0.89
C (0.00, 2.61, 0.06)  -0.88
N (-0.67, 1.69, -0.18)  0.38
H (2.05, 3.59, 0.00)  -0.20
H (0.46, 4.82, -0.06)  -0.21
H (0.96, 3.93, 1.65)  -0.29
O (1.29, 0.20, 2.73)  -0.85
S (2.31, 1.20, 2.25)  0.95
C (3.89, 0.41, 2.45)  -0.06
C (4.96, 0.86, 1.69)  -0.16
C (6.19, 0.24, 1.83)  -0.67
C (6.34, -0.82, 2.71)  -0.50
C (5.25, -1.27, 3.45)  -0.75
C (4.01, -0.66, 3.33)  -0.29
C (2.41, 2.38, 3.60)  0.32
C (3.25, 3.47, 3.50)  -0.38
C (3.29, 4.38, 4.54)  -0.72
C (2.48, 4.19, 5.66)  -0.53
C (1.63, 3.10, 5.72)  -0.67
C (1.58, 2.18, 4.69)  -0.37
H (4.82, 1.67, 0.98)  0.47
H (7.03, 0.58, 1.24)  0.41
H (7.30, -1.30, 2.82)  0.39
H (5.37, -2.11, 4.12)  0.45
H (3.15, -1.01, 3.87)  0.44
H (3.84, 3.63, 2.61)  0.37
H (3.94, 5.24, 4.48)  0.39
H (2.50, 4.91, 6.46)  0.39
H (0.98, 2.97, 6.58)  0.43
H (0.90, 1.34, 4.70)  0.37
C (0.85, 4.83, -2.99)  -0.56
O (-0.48, 5.28, -2.69)  -0.36
C (-1.53, 4.44, -2.58)  -0.14
O (-2.46, 4.74, -1.89)  -0.51
C (-1.43, 3.14, -3.35)  0.54
C (-1.17, 3.14, -4.67)  0.35
As (-2.38, 4.13, -5.87)  -0.11
C (-3.14, 5.49, -4.68)  -1.21
C (-3.60, 2.52, -5.44)  0.71
C (-3.56, 1.68, -4.39)  -0.09
As (-2.33, 1.49, -2.72)  1.33
C (-3.67, 2.22, -1.49)  -0.73
C (-4.37, 0.41, -4.45)  -0.16
O (-3.81, -0.64, -4.63)  -0.59
O (-5.71, 0.45, -4.30)  -0.38
C (-6.35, 1.60, -3.77)  -0.06
C (-4.43, 2.12, -6.63)  0.21
O (-4.33, 1.05, -7.16)  -0.56
O (-5.28, 3.02, -7.17)  -0.38
C (-5.53, 4.26, -6.54)  -0.62
C (-0.78, 1.92, -5.49)  -0.06
O (-0.75, 1.96, -6.70)  -0.64
O (-0.42, 0.85, -4.78)  -0.02
C (-0.35, -0.38, -5.53)  -0.82
H (1.50, 5.60, -2.58)  0.28
H (0.99, 4.73, -4.06)  0.27
H (1.06, 3.89, -2.48)  0.22
H (-2.34, 6.14, -4.31)  0.48
H (-3.69, 5.09, -3.83)  0.26
H (-3.80, 6.09, -5.31)  0.45
H (-4.22, 3.07, -1.88)  0.49
H (-3.18, 2.50, -0.56)  0.35
H (-4.33, 1.37, -1.30)  -0.36
H (-7.40, 1.50, -4.03)  0.29
H (-5.94, 2.52, -4.19)  -0.05
H (-6.24, 1.62, -2.68)  0.17
H (-6.57, 4.51, -6.75)  0.32
H (-4.88, 5.03, -6.97)  0.31
H (-5.38, 4.21, -5.46)  0.24
H (-0.28, -1.16, -4.79)  0.22
H (0.53, -0.36, -6.18)  0.26
H (-1.26, -0.49, -6.12)  0.39
C (-2.52, 1.15, 5.37)  -1.87
C (-2.72, 1.11, 3.84)  3.01
C (-4.23, 1.01, 3.56)  -1.82
C (-2.20, 2.42, 3.25)  -1.19
C (-2.01, -0.07, 3.23)  -1.23
H (-3.00, 2.02, 5.82)  0.43
H (-1.45, 1.18, 5.61)  0.25
H (-2.93, 0.25, 5.83)  0.42
H (-4.77, 1.88, 3.94)  0.44
H (-4.65, 0.12, 4.02)  0.41
H (-4.42, 0.94, 2.48)  0.18
H (-2.70, 3.30, 3.67)  0.49
H (-2.36, 2.45, 2.17)  -0.23
H (-1.13, 2.54, 3.42)  0.13
H (-2.33, -0.95, 3.80)  0.18

HOMO energy (alpha / beta), eV: -3.568 / -3.104
E_LUMO (alpha / beta), eV: 1.10 / 1.10
Orbital gap (alpha / beta), eV: 4.7 / 4.2
Charge: -1
Molar mass, g mol⁻¹: 1132.2

---

A gas-phase ion, C4H7O2S (charge -1). Source: the Open Molecules 2025 dataset; level of theory: wB97M-V/def2-TZVPD.

Each line ends with the natural charge from an NBO analysis.
Positions of all 14 atoms, in Å:
C (1.54, -1.22, 0.14)  -0.92
C (0.21, -0.63, 0.21)  -0.25
C (-0.08, 0.91, 0.56)  -0.10
C (-0.42, -0.88, -1.12)  -0.61
O (-1.82, 2.79, 1.44)  -0.94
O (-0.21, 1.78, -0.50)  -0.64
S (-1.65, 1.64, 0.43)  1.29
H (2.01, -1.17, 1.09)  0.14
H (2.00, -0.64, -0.56)  0.13
H (-0.38, -1.13, 1.07)  0.15
H (0.49, 1.41, 1.46)  0.19
H (-1.26, -0.26, -1.28)  0.15
H (-0.80, -1.90, -1.13)  0.20
H (0.36, -0.71, -1.80)  0.21

ΔE to the lowest compared entry with this formula, charge and spin, eV: 5.290
HOMO energy, eV: -1.572
E_LUMO, eV: 3.33
Orbital gap, eV: 4.9
Charge: -1
Molar mass, g mol⁻¹: 119.2

---

A single C4H8NO2P molecule. Source: the Open Molecules 2025 dataset; level of theory: wB97M-V/def2-TZVPD.

Each line ends with the natural charge from an NBO analysis.
Positions of all 16 atoms, in Å:
O (2.59, 1.16, 0.95)  -1.06
P (2.18, 0.00, -0.06)  1.38
C (0.30, 0.07, -0.53)  -0.55
C (-0.51, 1.34, 0.17)  -0.23
N (-1.90, 0.69, 0.34)  -0.70
C (-1.58, -0.68, 0.91)  0.70
O (-2.04, -1.12, 2.09)  -0.50
C (-0.57, -1.32, -0.20)  -0.54
H (2.56, -1.32, 0.40)  -0.05
H (2.89, 0.22, -1.33)  -0.06
H (0.25, 0.22, -1.71)  0.24
H (-0.17, 1.71, 1.23)  0.26
H (-0.68, 2.13, -0.69)  0.23
H (-2.41, 0.61, -0.57)  0.38
H (-1.00, -1.55, -1.29)  0.26
H (0.08, -2.17, 0.30)  0.25

ΔE to the lowest compared entry with this formula, charge and spin, eV: 4.061
HOMO energy, eV: -9.837
Structure (SMILES): O=[PH2][C@@H]1CNC(=O)C1
E_LUMO, eV: -0.21
Orbital gap, eV: 9.6
Molar mass, g mol⁻¹: 133.1

---

A molecular structure, C24H36F16N2NbO8. Source: the Open Molecules 2025 dataset; level of theory: wB97M-V/def2-TZVPD.

Each line ends with the Mulliken charge.
Positions of all 87 atoms, in Å:
C (-4.33, 1.71, -0.91)  -0.45
C (-3.36, 0.95, -0.94)  0.08
Nb (-1.54, -0.44, -1.01)  -0.67
N (-2.72, -1.64, -2.25)  -0.42
C (-0.65, 0.96, 0.54)  -0.34
C (0.84, 0.76, 0.87)  -0.98
C (1.78, 0.51, -0.31)  0.58
C (3.20, 0.78, 0.16)  -0.90
O (4.10, 0.40, -0.90)  -0.54
C (-2.51, -1.55, 0.74)  -0.69
O (-3.50, -2.54, 0.39)  -0.28
C (-2.89, -3.77, 0.19)  -0.42
O (-3.82, -4.67, -0.32)  -0.42
C (-3.83, -4.80, -1.71)  -0.23
C (-5.12, -4.24, -2.37)  -0.46
O (-6.01, -3.69, -1.42)  -0.54
N (-0.62, 0.63, -2.66)  0.31
C (0.30, -0.08, -3.51)  0.58
C (0.30, -1.58, -3.66)  -1.19
O (1.10, 0.56, -4.14)  -0.64
C (-1.51, 1.38, -3.43)  0.81
C (-1.71, 2.82, -3.05)  -1.27
O (-2.10, 0.93, -4.40)  -0.65
H (-4.99, 2.49, -0.68)  0.49
H (-0.18, -1.63, -0.84)  -0.09
H (-2.64, -1.34, -3.23)  0.21
H (-3.71, -1.57, -2.04)  0.08
H (-1.19, 0.78, 1.47)  0.41
H (-0.88, 1.99, 0.29)  0.28
H (0.97, -0.01, 1.62)  0.30
H (1.19, 1.69, 1.33)  0.32
H (1.77, -0.51, -0.65)  -0.03
H (1.57, 1.21, -1.11)  0.16
H (3.32, 1.82, 0.42)  0.53
H (3.38, 0.14, 1.02)  0.27
H (4.91, 0.90, -0.77)  0.30
H (-1.75, -2.05, 1.36)  0.48
H (-2.98, -0.82, 1.39)  0.25
H (-2.57, -4.16, 1.16)  0.33
H (-2.01, -3.66, -0.45)  0.35
H (-3.81, -5.87, -1.94)  0.40
H (-2.97, -4.34, -2.19)  0.13
H (-4.84, -3.48, -3.10)  0.25
H (-5.62, -5.05, -2.89)  0.31
H (-6.19, -2.79, -1.68)  0.32
H (0.69, -2.09, -2.80)  0.17
H (0.97, -1.80, -4.48)  0.43
H (-0.66, -1.98, -3.94)  0.23
H (-1.25, 3.08, -2.11)  0.09
H (-2.78, 2.97, -3.00)  0.32
H (-1.35, 3.43, -3.87)  0.45
C (-3.49, 6.31, 1.75)  -0.97
C (-3.04, 4.88, 1.42)  1.13
C (-3.66, 3.71, 2.21)  0.04
F (-3.41, 3.80, 3.53)  -0.25
F (-3.14, 2.56, 1.76)  -0.09
F (-1.69, 4.81, 1.46)  -0.28
F (-3.41, 4.68, 0.13)  -0.29
O (-2.68, 7.14, 2.60)  -0.40
C (-2.78, 7.14, 3.97)  0.81
C (-1.50, 6.65, 4.65)  0.19
F (-1.15, 5.42, 4.24)  -0.19
F (-1.70, 6.60, 5.99)  -0.26
F (-3.87, 6.48, 4.41)  -0.29
F (-2.94, 8.43, 4.35)  -0.31
H (-3.44, 6.83, 0.80)  0.42
H (-4.54, 6.35, 2.05)  0.34
H (-4.75, 3.68, 2.06)  0.20
H (-0.68, 7.34, 4.44)  0.22
C (6.45, -3.42, -0.61)  -0.88
C (5.11, -3.50, 0.15)  0.88
C (4.77, -2.39, 1.15)  0.67
F (5.66, -2.32, 2.17)  -0.28
F (3.56, -2.65, 1.71)  -0.23
F (5.00, -4.72, 0.73)  -0.29
F (4.14, -3.43, -0.80)  -0.28
O (7.57, -4.19, -0.16)  -0.41
C (8.46, -3.75, 0.79)  0.84
C (8.44, -4.63, 2.05)  0.20
F (7.21, -4.71, 2.59)  -0.21
F (9.27, -4.09, 2.97)  -0.26
F (8.30, -2.45, 1.07)  -0.29
F (9.69, -3.89, 0.26)  -0.31
H (6.22, -3.85, -1.58)  0.43
H (6.73, -2.39, -0.81)  0.37
H (4.72, -1.42, 0.65)  -0.19
H (8.77, -5.64, 1.81)  0.22

HOMO energy, eV: -5.033
E_LUMO, eV: 2.11
Orbital gap, eV: 7.1
Charge: -1
Molar mass, g mol⁻¹: 877.4

---

A molecular structure, C44H56BN9O4S4Tc. Source: the Open Molecules 2025 dataset; level of theory: wB97M-V/def2-TZVPD.

Each line ends with the Löwdin spin population.
Positions of all 119 atoms, in Å:
Tc (0.30, -0.60, -0.78)  2.18
C (-2.62, 3.04, -3.15)  0.00
C (-3.38, 3.63, -1.96)  0.00
C (-4.71, 2.90, -1.73)  0.00
C (-3.66, 5.10, -2.26)  0.00
N (-2.55, 3.53, -0.72)  0.01
C (-2.21, 4.63, 0.05)  0.00
C (-1.54, 4.19, 1.12)  0.00
N (-1.44, 2.81, 1.05)  0.01
B (-1.05, 2.06, 2.34)  0.00
N (0.49, 1.99, 2.73)  0.01
C (0.72, 1.32, 3.90)  0.00
C (2.03, 1.42, 4.20)  0.00
N (2.63, 2.17, 3.22)  0.00
C (1.67, 2.51, 2.32)  0.02
S (1.60, 3.40, 0.67)  0.03
C (4.10, 2.47, 3.37)  0.00
C (4.87, 1.20, 3.01)  0.00
C (4.34, 2.84, 4.84)  0.00
C (4.56, 3.63, 2.51)  0.00
N (-1.71, 0.65, 2.40)  0.00
C (-3.01, 0.61, 2.86)  0.00
C (-3.34, -0.68, 3.03)  0.00
N (-2.25, -1.46, 2.69)  0.00
C (-1.26, -0.62, 2.26)  0.01
S (0.30, -1.06, 1.63)  0.02
C (-2.38, -2.94, 2.88)  0.00
C (-1.06, -3.70, 2.80)  0.00
C (-2.96, -3.17, 4.29)  0.00
C (-3.34, -3.45, 1.81)  0.00
C (-2.07, 2.40, -0.09)  0.01
S (-2.27, 0.79, -0.61)  0.06
H (-3.20, 3.18, -4.07)  0.00
H (-2.45, 1.98, -3.00)  0.00
H (-1.66, 3.56, -3.27)  0.00
H (-5.31, 2.96, -2.64)  0.00
H (-5.26, 3.38, -0.92)  0.00
H (-4.56, 1.86, -1.48)  0.00
H (-4.24, 5.16, -3.17)  0.00
H (-2.73, 5.66, -2.42)  0.00
H (-4.23, 5.57, -1.46)  0.00
H (-2.48, 5.63, -0.22)  0.00
H (-1.14, 4.75, 1.95)  0.00
H (-1.55, 2.68, 3.24)  0.00
H (-0.07, 0.84, 4.45)  0.00
H (2.56, 1.00, 5.03)  0.00
H (4.55, 0.35, 3.61)  0.00
H (5.93, 1.37, 3.20)  0.00
H (4.75, 0.96, 1.95)  0.00
H (4.32, 1.97, 5.50)  0.00
H (3.60, 3.56, 5.19)  0.00
H (5.33, 3.29, 4.94)  0.00
H (4.52, 3.40, 1.45)  0.00
H (5.59, 3.85, 2.76)  0.00
H (3.96, 4.52, 2.69)  0.00
H (-3.58, 1.50, 3.02)  0.00
H (-4.27, -1.10, 3.39)  0.00
H (-0.34, -3.32, 3.52)  0.00
H (-0.63, -3.67, 1.81)  0.00
H (-1.26, -4.75, 3.05)  0.00
H (-2.40, -2.60, 5.03)  0.00
H (-2.88, -4.22, 4.54)  0.00
H (-4.01, -2.89, 4.35)  0.00
H (-2.93, -3.25, 0.82)  0.00
H (-4.32, -2.97, 1.89)  0.00
H (-3.48, -4.52, 1.92)  0.00
N (3.29, -0.01, -0.69)  0.05
C (3.21, 1.44, -0.78)  0.03
C (1.85, 1.86, -0.26)  0.24
O (2.76, 4.23, 0.39)  0.00
O (0.87, 1.10, -0.35)  0.06
H (3.49, -0.32, 0.25)  0.00
H (3.99, -0.38, -1.31)  0.00
H (3.28, 1.73, -1.84)  0.01
H (3.99, 1.99, -0.26)  0.00
S (0.99, 0.80, -5.27)  0.01
C (0.34, 0.69, -3.69)  0.01
N (0.77, -0.28, -2.95)  0.00
C (1.70, -1.05, -3.63)  0.00
C (2.38, -2.17, -3.14)  0.01
C (3.29, -2.80, -3.96)  0.00
C (3.54, -2.34, -5.26)  0.00
C (2.88, -1.24, -5.76)  0.00
C (1.96, -0.61, -4.94)  0.00
H (-0.40, 1.41, -3.34)  0.00
H (2.18, -2.51, -2.13)  0.01
H (3.83, -3.66, -3.59)  0.00
H (4.27, -2.85, -5.87)  0.00
H (3.07, -0.88, -6.77)  0.00
C (-6.70, 1.28, -4.01)  0.00
O (-5.71, 0.41, -3.47)  0.00
C (-6.01, -0.28, -2.35)  0.00
C (-7.20, -0.19, -1.65)  0.00
C (-7.37, -0.94, -0.49)  0.00
C (-6.36, -1.76, -0.02)  0.00
C (-5.17, -1.86, -0.72)  0.00
C (-4.99, -1.13, -1.88)  0.00
N (-3.78, -1.06, -2.61)  0.01
C (-2.66, -1.72, -2.49)  0.01
C (-2.42, -3.01, -1.96)  0.01
C (-3.35, -4.07, -2.01)  0.00
C (-2.99, -5.34, -1.63)  0.01
C (-1.69, -5.59, -1.17)  0.00
C (-0.76, -4.57, -1.08)  0.01
C (-1.11, -3.26, -1.44)  0.01
O (-0.32, -2.25, -1.24)  0.13
H (-6.97, 2.06, -3.30)  0.00
H (-7.60, 0.72, -4.29)  0.00
H (-6.26, 1.72, -4.90)  0.00
H (-8.00, 0.45, -1.99)  0.00
H (-8.30, -0.85, 0.06)  0.00
H (-6.50, -2.33, 0.89)  0.00
H (-4.37, -2.49, -0.35)  0.00
H (-3.77, -0.27, -3.24)  0.00
H (-1.79, -1.20, -2.90)  0.00
H (-4.34, -3.88, -2.41)  0.00
H (-3.70, -6.15, -1.71)  0.00
H (-1.41, -6.59, -0.88)  0.00
H (0.24, -4.75, -0.71)  0.00

ΔE to the lowest compared entry with this formula, charge and spin, eV: 4.214
HOMO energy (alpha / beta), eV: -11.195 / -11.624
Expectation value of S²: 3.801
Multiplicity: 4
E_LUMO (alpha / beta), eV: -5.53 / -5.52
Orbital gap (alpha / beta), eV: 5.7 / 6.1
Charge: +2
Molar mass, g mol⁻¹: 1012.1